Computed, not measured: a cluster of 10 separate species, H20O10 in total, with ωB97M-V/def2-TZVPD.

```
30
Properties=species:S:1:pos:R:3:forces:R:3:nbo_charge:R:1
H -0.7004 -0.8142 -0.8080 -0.063 0.048 -0.145 0.465
H -0.3914 0.5471 -0.2070 -0.066 -0.021 -0.218 0.459
H -1.8111 2.9665 3.6275 0.040 0.081 0.037 0.479
H -1.8175 3.0843 2.1122 -0.099 0.036 0.188 0.458
H -1.2620 3.5217 0.0958 0.119 0.134 -0.130 0.467
H -0.1408 2.5363 0.3818 0.166 0.280 -0.050 0.464
H 1.1628 1.3506 2.6291 0.080 0.049 0.172 0.472
H 0.6337 0.0194 3.1367 0.066 0.073 0.124 0.465
H -1.0658 -3.2159 -2.7064 0.167 0.143 -0.347 0.472
H -2.2387 -4.1817 -2.7474 -0.029 0.017 -0.146 0.459
H -2.8344 -2.8605 2.4705 -0.032 -0.073 0.105 0.460
H -2.5737 -4.3488 2.6347 0.046 0.022 0.128 0.471
H 1.2317 -3.6608 1.5768 0.062 -0.052 0.111 0.463
H 1.1430 -2.5055 2.5603 0.116 -0.080 0.062 0.465
H 3.1652 1.2293 -0.3823 0.102 0.004 -0.059 0.466
H 3.8054 -0.0953 -0.7638 0.086 0.090 0.002 0.465
H -1.0478 5.3512 -2.8711 0.106 -0.035 -0.103 0.461
H -0.6814 3.9388 -2.4458 0.182 -0.092 0.025 0.478
H 1.1771 -1.7232 -2.2582 0.051 0.169 -0.135 0.464
H 1.1431 -0.9935 -3.5910 -0.134 -0.028 0.024 0.484
O -0.3270 0.0466 -1.0282 0.102 -0.199 0.270 -0.926
O -1.3095 3.3355 2.8919 0.021 -0.250 -0.189 -0.937
O -0.5650 3.0168 -0.3380 -0.238 -0.145 0.226 -0.929
O 1.4384 0.4478 2.8239 -0.256 -0.067 -0.238 -0.937
O -1.7969 -3.5001 -3.2664 -0.122 -0.138 0.363 -0.931
O -2.6790 -3.5354 3.1409 -0.040 0.074 -0.225 -0.931
O 1.1967 -3.4670 2.5203 -0.099 0.125 -0.210 -0.928
O 3.9602 0.8559 -0.7791 -0.174 -0.107 0.048 -0.931
O -0.4577 4.6209 -3.0889 -0.224 0.103 0.085 -0.939
O 0.9276 -1.8392 -3.1819 0.063 -0.158 0.227 -0.947
```
Positions in Å, forces in eV/Å.

## Properties
Charge: 0
Relative energy (zero: lowest compared OMol25 entry of this formula, charge and spin): 89.7 kcal/mol
F_max: 0.41 eV Å⁻¹
E_LUMO: -0.032 hartree
Energy: -20798.7226 eV
HOMO level: -11.3 eV